Entry 1:
C7H13ClLaO3 | wB97M-V/def2-TZVPD

E_HOMO: -17.82 eV
Charge: +3
DFT total energy: -990.6029 hartree
LUMO level: -15.0449 eV
HOMO-LUMO gap: 2.775 eV

Cartesian coordinates (Å):
C (3.09483, 0.96991, 0.80322)
C (3.28215, -0.51018, 0.48817)
C (1.91038, -1.27077, -0.22212)
O (0.83334, -0.90486, 0.40407)
C (0.03280, 0.00430, -0.41601)
O (0.63692, 0.69660, -1.15206)
O (-1.16785, -0.19609, -0.17691)
C (-2.17257, 0.67803, -0.86210)
C (-3.52615, 0.23803, -0.45552)
C (-3.80633, 0.27511, 1.02372)
Cl (-3.78505, -1.41038, -1.06687)
H (3.72800, 1.22066, 1.63668)
H (3.41440, 1.58320, -0.02575)
H (2.07384, 1.17743, 1.05261)
H (4.19484, -0.59938, -0.14501)
H (3.42961, -1.02473, 1.43025)
H (2.07346, -2.37387, -0.05934)
H (1.84291, -1.12652, -1.34710)
H (-1.98038, 1.70518, -0.61670)
H (-2.05061, 0.53770, -1.91902)
H (-4.22209, 0.85123, -0.99822)
H (-4.87123, 0.27921, 1.15835)
H (-3.45751, -0.62095, 1.49742)
H (-3.42853, 1.16485, 1.49628)
La (3.92085, -1.34368, -1.52805)

Forces on the atoms, in the same order (eV/Å):
C 0.6 -0.2 -0.6
C -1.0 1.9 2.1
C 0.2 -1.3 0.6
O -0.2 -0.4 0.2
C -0.9 -0.1 0.4
O 1.4 1.1 -1.5
O -0.6 -0.1 0.8
C -0.3 0.1 -0.5
C -0.1 -0.6 0.4
C -0.4 0.0 -0.2
Cl 0.0 -0.4 -0.2
H 0.3 0.0 0.5
H -0.2 0.5 -0.4
H -0.6 0.1 0.1
H 1.2 3.9 8.5
H 0.2 -0.7 0.2
H 0.1 0.0 0.0
H -1.1 0.5 0.3
H 0.3 0.4 0.5
H 0.3 -0.2 -0.5
H -0.3 0.5 -0.3
H -0.6 0.0 0.1
H 0.5 -0.3 0.4
H 0.3 0.4 0.2
La 1.0 -5.2 -11.1

Here are the Löwdin charges for atoms 1 to 4, given in e: 0.020 -0.255 -0.360 0.132

---

Entry 2:
C8H10BeN2OS3Sb | wB97M-V/def2-TZVPD

⟨S²⟩: 0.76
E_HOMO (spin up / spin down): -7.47 / -7.44 eV
DFT total energy: -1945.3302 hartree
LUMO level (spin up / spin down): -0.1149 / -1.4683 eV
Multiplicity: 2
HOMO-LUMO gap (spin up / spin down): 7.355 / 5.976 eV

Cartesian coordinates (Å):
Be (-0.79899, 0.95977, 1.16023)
S (-1.64344, 2.64104, 4.74173)
Sb (-2.87973, 1.92750, 2.88543)
S (-1.84350, -0.22761, 2.48316)
S (-1.58761, 2.84405, 1.05651)
C (3.16038, 0.87522, 0.95602)
C (1.77466, 0.29835, 0.94630)
O (0.80527, 0.97204, 1.29654)
N (1.66478, -0.96419, 0.53367)
C (0.39408, -1.66619, 0.39902)
C (-0.41545, -1.07409, -0.72264)
C (-0.57835, -1.74505, -1.92516)
C (-1.27082, -1.13299, -2.95858)
C (-1.78767, 0.13438, -2.74359)
C (-1.60978, 0.72185, -1.50523)
N (-0.94110, 0.13558, -0.51924)
H (3.10409, 1.91556, 1.25987)
H (3.60135, 0.81481, -0.03701)
H (3.79287, 0.32577, 1.64804)
H (2.50028, -1.46758, 0.27291)
H (-0.18250, -1.57375, 1.32790)
H (0.60248, -2.71816, 0.20571)
H (-0.15952, -2.73238, -2.05059)
H (-1.39203, -1.63190, -3.90859)
H (-2.30964, 0.66333, -3.52296)
H (-2.00012, 1.70462, -1.27946)

Forces on the atoms, in the same order (eV/Å):
Be -0.6 -0.2 -0.5
S 0.1 0.2 0.4
Sb 0.2 -0.3 -0.5
S -0.3 0.3 0.2
S -0.2 0.1 0.3
C -0.1 0.2 0.1
C 0.5 -0.3 -0.1
O 0.5 0.3 0.2
N 0.2 -0.4 -0.1
C -0.4 0.1 0.2
C 0.0 -0.4 -0.3
C 0.0 0.0 0.0
C 0.0 0.2 0.2
C 0.1 -0.3 -0.1
C -0.1 0.3 -0.2
N 0.1 0.1 0.3
H 0.0 0.0 0.0
H 0.0 0.0 -0.1
H 0.1 0.0 0.1
H -0.1 0.2 0.0
H 0.2 -0.1 -0.1
H 0.0 0.1 0.0
H 0.0 -0.1 0.0
H 0.0 0.0 -0.1
H -0.1 0.1 0.0
H 0.0 0.0 0.1

Here are the Löwdin charges for atoms 1 to 4, given in e: -0.497 -0.107 0.287 0.025

---

Entry 3:
C4H7NO2 | wB97M-V/def2-TZVPD

E_HOMO: -9.41 eV
DFT total energy: -361.6962 hartree
LUMO level: 0.7966 eV
HOMO-LUMO gap: 10.208 eV

Cartesian coordinates (Å):
C (-1.65958, 0.56865, -0.83229)
O (-1.55739, -0.38041, 0.27863)
C (-0.27249, -0.52294, 0.87746)
C (0.41836, 0.88168, 0.96455)
C (1.34097, 0.79298, -0.18217)
N (1.58371, -0.36679, -0.71372)
O (0.59823, -1.25519, -0.26560)
H (-2.65681, 0.40128, -1.12946)
H (-0.84408, 0.20370, -1.62613)
H (-1.25634, 1.54146, -0.71092)
H (-0.49661, -1.24588, 1.69319)
H (-0.25354, 1.67210, 0.79182)
H (1.25625, 1.03826, 1.74686)
H (1.87492, 1.71923, -0.83895)

Forces on the atoms, in the same order (eV/Å):
C 3.5 -3.5 -1.2
O 1.0 1.2 0.5
C -0.8 0.0 -3.0
C 2.6 -2.2 0.9
C 2.9 0.8 -4.4
N -2.0 1.6 0.6
O -0.1 0.7 2.7
H -0.9 0.6 -0.7
H -2.2 0.3 1.1
H -0.7 1.2 0.9
H 1.0 0.8 -0.4
H -0.8 1.0 0.8
H -2.2 -0.1 -0.2
H -1.3 -2.5 2.6

Here are the Löwdin charges for atoms 1 to 4, given in e: -0.054 -0.152 -0.185 -0.112

---

Entry 4:
C4H11NO2 | wB97M-V/def2-TZVPD

⟨S²⟩: 0.75
E_HOMO (spin up / spin down): 0.06 / -3.46 eV
Charge: -1
DFT total energy: -364.1779 hartree
LUMO level (spin up / spin down): 4.0158 / 4.0015 eV
Multiplicity: 2
HOMO-LUMO gap (spin up / spin down): 3.957 / 7.464 eV

Cartesian coordinates (Å):
C (-1.38675, 0.73896, -0.58664)
N (-1.11749, -0.40342, 0.26032)
C (-1.77193, -0.35529, 1.57904)
C (0.33248, -0.59963, 0.33947)
C (0.87533, -1.25572, -0.94246)
O (1.65941, -0.71142, -1.80089)
H (-1.15038, 1.77367, -0.18947)
H (-0.70943, 0.77684, -1.46082)
H (-2.42820, 0.58370, -0.90884)
H (-2.84060, -0.16463, 1.44207)
H (-1.36871, 0.40998, 2.25866)
H (-1.57234, -1.36333, 1.94451)
H (0.62171, -1.20612, 1.19543)
H (0.87445, 0.33033, 0.56191)
H (0.41339, -2.28052, -1.04702)
H (2.65718, 0.62350, -1.08578)
H (3.91462, 1.64294, -0.89039)
O (2.99723, 1.46015, -0.66909)

Forces on the atoms, in the same order (eV/Å):
C 0.0 0.4 -0.5
N 0.3 0.7 0.6
C 0.6 -0.2 -1.3
C 1.2 -0.3 -0.9
C -1.1 -0.9 1.6
O 0.7 0.7 -0.4
H -0.7 -0.8 0.5
H -0.4 -0.8 0.2
H 0.2 0.9 -0.1
H 0.0 -0.2 0.1
H 0.1 0.0 0.1
H -0.4 0.2 0.7
H -0.6 -0.5 0.4
H -0.1 0.4 -0.3
H 0.5 0.6 -0.4
H 0.0 -0.1 -0.3
H -0.2 -0.5 -0.2
O -0.1 0.4 0.4

Here are the Löwdin charges for atoms 1 to 4, given in e: -0.145 -0.293 -0.131 -0.273

---

Repeat the first record exactly.
C7H13ClLaO3 | wB97M-V/def2-TZVPD

E_HOMO: -17.82 eV
Charge: +3
DFT total energy: -990.6029 hartree
LUMO level: -15.0449 eV
HOMO-LUMO gap: 2.775 eV

Cartesian coordinates (Å):
C (3.09483, 0.96991, 0.80322)
C (3.28215, -0.51018, 0.48817)
C (1.91038, -1.27077, -0.22212)
O (0.83334, -0.90486, 0.40407)
C (0.03280, 0.00430, -0.41601)
O (0.63692, 0.69660, -1.15206)
O (-1.16785, -0.19609, -0.17691)
C (-2.17257, 0.67803, -0.86210)
C (-3.52615, 0.23803, -0.45552)
C (-3.80633, 0.27511, 1.02372)
Cl (-3.78505, -1.41038, -1.06687)
H (3.72800, 1.22066, 1.63668)
H (3.41440, 1.58320, -0.02575)
H (2.07384, 1.17743, 1.05261)
H (4.19484, -0.59938, -0.14501)
H (3.42961, -1.02473, 1.43025)
H (2.07346, -2.37387, -0.05934)
H (1.84291, -1.12652, -1.34710)
H (-1.98038, 1.70518, -0.61670)
H (-2.05061, 0.53770, -1.91902)
H (-4.22209, 0.85123, -0.99822)
H (-4.87123, 0.27921, 1.15835)
H (-3.45751, -0.62095, 1.49742)
H (-3.42853, 1.16485, 1.49628)
La (3.92085, -1.34368, -1.52805)

Forces on the atoms, in the same order (eV/Å):
C 0.6 -0.2 -0.6
C -1.0 1.9 2.1
C 0.2 -1.3 0.6
O -0.2 -0.4 0.2
C -0.9 -0.1 0.4
O 1.4 1.1 -1.5
O -0.6 -0.1 0.8
C -0.3 0.1 -0.5
C -0.1 -0.6 0.4
C -0.4 0.0 -0.2
Cl 0.0 -0.4 -0.2
H 0.3 0.0 0.5
H -0.2 0.5 -0.4
H -0.6 0.1 0.1
H 1.2 3.9 8.5
H 0.2 -0.7 0.2
H 0.1 0.0 0.0
H -1.1 0.5 0.3
H 0.3 0.4 0.5
H 0.3 -0.2 -0.5
H -0.3 0.5 -0.3
H -0.6 0.0 0.1
H 0.5 -0.3 0.4
H 0.3 0.4 0.2
La 1.0 -5.2 -11.1

Here are the Löwdin charges for atoms 1 to 4, given in e: 0.020 -0.255 -0.360 0.132

---

> The lowest DFT total energy belongs to which entry?

C8H10BeN2OS3Sb

---

Repeat the first record exactly.
C7H13ClLaO3 | wB97M-V/def2-TZVPD

E_HOMO: -17.82 eV
Charge: +3
DFT total energy: -990.6029 hartree
LUMO level: -15.0449 eV
HOMO-LUMO gap: 2.775 eV

Cartesian coordinates (Å):
C (3.09483, 0.96991, 0.80322)
C (3.28215, -0.51018, 0.48817)
C (1.91038, -1.27077, -0.22212)
O (0.83334, -0.90486, 0.40407)
C (0.03280, 0.00430, -0.41601)
O (0.63692, 0.69660, -1.15206)
O (-1.16785, -0.19609, -0.17691)
C (-2.17257, 0.67803, -0.86210)
C (-3.52615, 0.23803, -0.45552)
C (-3.80633, 0.27511, 1.02372)
Cl (-3.78505, -1.41038, -1.06687)
H (3.72800, 1.22066, 1.63668)
H (3.41440, 1.58320, -0.02575)
H (2.07384, 1.17743, 1.05261)
H (4.19484, -0.59938, -0.14501)
H (3.42961, -1.02473, 1.43025)
H (2.07346, -2.37387, -0.05934)
H (1.84291, -1.12652, -1.34710)
H (-1.98038, 1.70518, -0.61670)
H (-2.05061, 0.53770, -1.91902)
H (-4.22209, 0.85123, -0.99822)
H (-4.87123, 0.27921, 1.15835)
H (-3.45751, -0.62095, 1.49742)
H (-3.42853, 1.16485, 1.49628)
La (3.92085, -1.34368, -1.52805)

Forces on the atoms, in the same order (eV/Å):
C 0.6 -0.2 -0.6
C -1.0 1.9 2.1
C 0.2 -1.3 0.6
O -0.2 -0.4 0.2
C -0.9 -0.1 0.4
O 1.4 1.1 -1.5
O -0.6 -0.1 0.8
C -0.3 0.1 -0.5
C -0.1 -0.6 0.4
C -0.4 0.0 -0.2
Cl 0.0 -0.4 -0.2
H 0.3 0.0 0.5
H -0.2 0.5 -0.4
H -0.6 0.1 0.1
H 1.2 3.9 8.5
H 0.2 -0.7 0.2
H 0.1 0.0 0.0
H -1.1 0.5 0.3
H 0.3 0.4 0.5
H 0.3 -0.2 -0.5
H -0.3 0.5 -0.3
H -0.6 0.0 0.1
H 0.5 -0.3 0.4
H 0.3 0.4 0.2
La 1.0 -5.2 -11.1

Here are the Löwdin charges for atoms 1 to 4, given in e: 0.020 -0.255 -0.360 0.132